54
Properties=species:S:1:pos:R:3:forces:R:3:lowdin_charge:R:1 method="wB97M-V/def2-TZVPD" total_charge=0 homo_lumo_gap_ev=7.37 max_force_ha_per_bohr=0.05738 total_energy_ev=-43324.595
C 0.082209 -0.245015 0.043105 0.0561 0.1614 0.0474 -0.003
C -0.838583 -0.269013 -0.967623 -0.0879 -0.4588 0.0962 -0.140
C -2.140829 -1.044890 -0.809331 2.2041 -1.2071 -1.5466 -0.335
N -2.855667 -0.491863 0.354579 -0.8241 -0.0045 0.5984 -0.666
I -2.867511 -1.727313 1.995209 0.1085 0.0935 -0.0003 1.018
S -4.356311 0.057025 -0.067978 -0.0047 -0.3193 -1.4067 0.422
O -4.188208 1.075317 -1.022286 0.6549 1.3546 -0.2307 -0.234
O -5.251888 -0.962348 -0.452296 -0.6397 -1.0106 0.8488 -0.254
F -4.842705 0.696538 1.255320 0.3142 -0.2139 0.1801 -0.152
H 0.234370 0.675662 0.609368 1.6439 0.4046 -1.2555 0.066
H 0.653583 -1.118504 0.362154 -1.5093 -0.4613 1.2239 0.054
H -0.657322 0.229319 -1.920492 -0.9598 1.6769 0.7555 0.091
H -2.686071 -0.950594 -1.749231 -0.4041 0.0463 0.3211 0.112
H -1.887350 -2.106108 -0.695177 -0.5463 -0.0185 0.3533 0.098
C 0.296921 -4.094782 2.763855 -0.1107 0.0730 0.1290 -0.119
C 0.694278 -2.866279 3.576248 0.0772 -0.0159 -0.1596 -0.287
C 2.166145 -2.861565 3.985868 0.0064 0.0818 0.0849 -0.227
C 2.588639 -4.013596 4.899052 -0.0399 -0.0777 -0.0563 -0.229
C 1.808560 -4.120933 6.208451 0.1277 0.0455 0.0566 -0.271
C 1.970237 -2.902692 7.112479 -0.1296 -0.0721 0.0058 -0.112
H 0.415758 -5.014661 3.338330 0.0220 -0.0142 -0.0350 0.068
H -0.750772 -4.027163 2.465487 0.0336 -0.0849 -0.0626 0.016
H 0.900746 -4.174289 1.857188 0.0075 -0.0363 0.0124 0.077
H 0.051912 -2.782032 4.458053 0.0307 0.0052 0.0138 0.099
H 0.501396 -1.974155 2.972762 -0.0270 0.0193 0.0508 0.074
H 2.392428 -1.908593 4.472648 0.0136 -0.0129 0.0047 0.102
H 2.785593 -2.890145 3.083532 -0.0224 0.0000 -0.0111 0.110
H 3.652853 -3.900111 5.128569 -0.0084 -0.0027 0.0178 0.109
H 2.499259 -4.959766 4.357479 0.0082 0.0136 -0.0134 0.101
H 2.162171 -5.003772 6.747722 -0.0420 -0.0236 -0.0242 0.104
H 0.747063 -4.291456 6.007464 0.0128 -0.0081 -0.0274 0.098
H 3.021189 -2.737449 7.358425 -0.0024 0.0335 -0.0241 0.075
H 1.425849 -3.046973 8.046953 0.0286 0.0452 0.0147 0.069
H 1.582044 -1.997077 6.643456 0.0302 0.0121 0.0094 0.065
C 2.253817 4.783723 -4.371166 0.0326 -0.1499 0.0492 -0.113
C 1.526493 3.708312 -5.172218 0.0397 0.1271 -0.0715 -0.272
C 0.179625 4.171058 -5.726010 -0.0472 -0.0888 -0.0289 -0.231
C -0.857381 4.556698 -4.669651 0.0682 0.0568 0.0470 -0.229
C -1.194108 3.458843 -3.661977 -0.1293 0.0084 -0.0518 -0.267
C -1.814169 2.219826 -4.299516 0.1171 -0.0461 0.1217 -0.106
H 1.688888 5.078943 -3.485556 0.0024 0.0331 -0.0151 0.065
H 3.223982 4.416006 -4.032928 0.0075 0.0539 0.0116 0.068
H 2.426255 5.673228 -4.980655 -0.0312 0.0182 0.0243 0.074
H 1.398520 2.813130 -4.556978 -0.0275 0.0060 -0.0083 0.097
H 2.160204 3.411663 -6.012571 -0.0168 -0.0444 0.0122 0.103
H -0.227373 3.382455 -6.365584 -0.0161 0.0123 0.0064 0.100
H 0.342584 5.032459 -6.381625 0.0232 -0.0049 0.0052 0.109
H -1.775597 4.861533 -5.181700 -0.0078 -0.0140 0.0159 0.109
H -0.511791 5.440117 -4.125056 0.0051 0.0026 -0.0190 0.101
H -1.900994 3.864778 -2.933724 0.0394 -0.0064 0.0317 0.106
H -0.302282 3.174402 -3.095412 0.0102 0.0306 -0.0124 0.096
H -2.729513 2.474881 -4.836769 0.0120 -0.0209 -0.0248 0.078
H -2.069595 1.487950 -3.530808 -0.0749 -0.0055 -0.0398 0.048
H -1.127548 1.739269 -4.999435 -0.0286 0.0082 -0.0247 0.067

53
Properties=species:S:1:pos:R:3:forces:R:3:lowdin_charge:R:1 method="wB97M-V/def2-TZVPD" total_charge=+1 homo_lumo_gap_ev=8.08 de_lowest_ev=1.371 max_force_ha_per_bohr=0.04515 total_energy_ev=-25205.317
C 4.326931 1.658958 -3.745529 -0.8589 0.0485 -0.4591 -0.067
C 3.236277 2.722873 -3.877002 0.8110 0.0457 -0.0139 -0.238
N 2.179579 2.170352 -4.749977 0.2341 0.9408 0.6101 0.017
N 0.940517 2.908341 -4.646120 -1.1093 -1.0091 -0.9682 -0.094
C 0.207192 2.768588 -3.356078 -1.4648 1.3188 1.2269 -0.098
C -0.905145 1.742443 -3.498296 0.2164 -0.3464 -1.8189 -0.127
C -1.359122 2.030618 -4.967096 1.3281 0.4435 0.7098 -0.132
C -0.008789 2.221527 -5.631527 0.1584 -0.8063 -0.1342 -0.095
H 4.996104 1.875058 -2.924016 0.1989 0.0070 0.0103 0.084
H 4.852276 1.602126 -4.695243 0.3820 -0.0398 0.0804 0.078
H 3.828961 0.703553 -3.613117 0.1524 -0.2149 0.3260 0.074
H 2.843280 3.012725 -2.908513 -0.2520 -0.2207 0.0832 0.104
H 3.698139 3.613661 -4.307322 -0.2183 0.2494 -0.0589 0.117
H 2.481346 2.323526 -5.711473 -0.0819 -0.3097 -0.0363 0.145
H 0.961707 3.892296 -4.922921 0.6442 0.0795 0.2960 0.196
H -0.358317 3.700105 -3.288421 0.2775 0.3291 0.0582 0.142
H 0.798471 2.761123 -2.448494 0.4949 -0.4464 -0.2062 0.122
H -0.504870 0.738115 -3.414839 -0.2865 -0.2729 0.2681 0.118
H -1.785846 1.934654 -2.902399 0.3553 -0.1352 0.8126 0.127
H -1.941230 2.944972 -4.908680 -0.4113 -0.0776 -0.5452 0.120
H -1.815001 1.200591 -5.489138 -0.6333 0.0556 0.1672 0.127
H 0.076614 2.640288 -6.628779 -0.1563 0.4194 0.0604 0.138
H 0.405058 1.218442 -5.658309 0.2149 -0.0855 -0.2913 0.129
C 1.907621 -0.024140 -0.350175 0.0736 0.2963 -0.0324 -0.020
C 0.642728 0.550161 0.240344 -0.1068 0.0253 0.0528 -0.507
O 0.494480 1.746051 0.381344 0.0662 0.0245 -0.2513 0.047
C -0.425170 -0.429089 0.643496 -0.0871 0.2106 0.1620 -0.013
H 2.596020 0.785298 -0.590088 0.0012 0.0062 0.0289 0.071
H 2.384549 -0.693540 0.366340 -0.0619 -0.1454 -0.0862 0.093
H 1.678042 -0.580620 -1.261184 0.0084 -0.1707 0.0975 0.082
H -0.033634 -1.112374 1.400528 -0.0023 -0.1821 -0.1586 0.076
H -0.753595 -1.004902 -0.223550 0.1058 -0.1646 0.0644 0.088
H -1.276497 0.109671 1.054088 0.0144 0.0244 -0.0093 0.081
C -0.367594 -5.575897 2.949864 0.0985 0.0140 -0.2351 -0.021
C 0.155826 -4.164441 3.042356 0.0716 0.0131 0.0004 -0.499
O 0.745134 -3.650732 2.114207 -0.0630 0.0936 -0.0381 0.040
C -0.091443 -3.432558 4.332024 0.0176 0.0751 -0.1486 -0.025
H -0.126360 -5.991079 1.973863 0.0083 0.0088 0.0044 0.080
H 0.089545 -6.194696 3.723154 -0.1201 0.0046 0.0818 0.087
H -1.450298 -5.580544 3.083119 0.0134 -0.0395 0.1448 0.087
H 0.378902 -3.968783 5.158739 -0.1172 -0.0499 0.0293 0.092
H -1.167067 -3.347530 4.520210 0.3342 -0.1563 0.0284 0.054
H 0.334431 -2.432633 4.269351 0.0036 -0.0053 0.0089 0.081
C -2.939912 0.157470 5.277449 0.0925 -0.1184 -0.1819 -0.017
C -3.095830 -1.238724 5.825635 0.0048 -0.0749 -0.0034 -0.484
O -2.722659 -2.207409 5.201160 -0.2587 0.2022 0.0764 0.045
C -3.734281 -1.374980 7.183625 0.0489 -0.2239 -0.0489 -0.017
H -2.467892 0.113273 4.298323 -0.0002 -0.0130 0.0058 0.075
H -3.917469 0.632050 5.181246 0.0212 0.0779 0.1195 0.087
H -2.317982 0.753939 5.946437 -0.1148 0.0669 0.0541 0.088
H -4.744013 -0.962425 7.164171 0.0421 0.1186 0.0671 0.088
H -3.144596 -0.839871 7.929441 -0.0936 0.1092 0.0008 0.088
H -3.785117 -2.425881 7.457770 0.0038 0.0000 -0.0105 0.084

58
Properties=species:S:1:pos:R:3:forces:R:3:lowdin_charge:R:1 method="wB97M-V/def2-TZVPD" total_charge=+3 homo_lumo_gap_ev="6.64 / 5.46" de_lowest_ev=2.672 s2=3.99 max_force_ha_per_bohr=0.06079 total_energy_ev=-39171.925 multiplicity=4
Tc 0.013429 0.232061 -0.399838 -0.8398 0.4342 0.5422 1.551
N -0.473943 2.247790 -1.247217 0.2509 -0.2538 -0.2194 -0.048
C -1.741562 3.007568 -1.052944 -0.1330 -0.0389 0.1384 -0.163
C -1.852915 3.370134 0.417349 0.4044 -0.1299 0.0029 -0.135
N -1.802494 2.158303 1.243190 -0.1708 -0.1172 -0.8269 -0.193
C -3.070760 1.451803 1.349667 -0.3435 0.2850 0.3845 -0.145
C -3.260502 0.375798 0.299684 0.0197 -0.0191 -0.0445 -0.174
N -2.060573 -0.495094 0.317482 0.5925 -0.3255 -0.1817 -0.042
C -0.944248 2.166268 2.377689 0.3360 -0.0367 0.7935 -0.184
C -0.193952 0.818977 2.550538 1.5685 1.8956 -1.9286 -0.106
N 0.711753 0.863624 1.239644 -1.4107 -1.7534 0.3636 -0.185
H 0.296684 2.861621 -0.973160 -0.0567 0.0123 -0.0149 0.118
H -0.333927 2.131469 -2.252078 -0.0089 -0.0469 0.0111 0.111
H -2.569958 2.390229 -1.394068 0.0622 0.0386 -0.0184 0.106
H -1.724368 3.893385 -1.689217 0.0107 0.0731 0.1140 0.145
H -2.733837 3.981521 0.618962 -0.1282 -0.0609 -0.0552 0.145
H -0.986227 3.991967 0.654571 -0.0577 0.0364 0.1395 0.132
H -3.897980 2.161334 1.282609 -0.1157 -0.0127 0.0306 0.145
H -3.158327 0.993651 2.341128 0.0858 0.0297 -0.0219 0.143
H -3.399801 0.776220 -0.702532 0.0815 -0.0474 0.0314 0.104
H -4.141112 -0.229717 0.521429 -0.0344 0.0923 0.0800 0.144
H -2.267205 -1.347925 -0.203284 0.0205 0.0911 -0.0866 0.062
H -1.959729 -0.833540 1.274259 0.0190 -0.0309 -0.0865 0.092
H -1.420972 2.472719 3.313154 -0.2287 -0.2634 0.1365 0.152
H -0.166042 2.913834 2.222086 -0.0233 0.0795 0.0313 0.126
H -0.829717 -0.053375 2.554192 0.1254 -0.1711 -0.0335 0.082
H 0.471994 0.838803 3.411006 -0.0792 -0.0952 0.0660 0.123
H 1.748967 -0.959195 1.421402 -0.0150 0.0425 0.0167 0.107
H 1.489936 1.530403 1.228744 -0.2879 -0.0057 0.4056 0.101
C 3.546593 -1.716042 3.108080 0.0023 -0.0285 -0.0226 0.040
C 2.880690 -2.521394 2.052390 -0.1485 0.3482 -0.0295 -0.189
C 3.191152 -3.869985 1.830432 -0.0166 -0.2782 -0.1333 0.080
C 2.556155 -4.554793 0.811067 0.1142 -0.0013 0.1438 0.053
C 1.612316 -3.916009 0.019967 -0.0769 -0.0846 -0.1065 0.053
C 1.282199 -2.561243 0.240375 -0.0894 0.2409 -0.1793 -0.320
N 1.960933 -1.944850 1.272568 0.2735 0.0102 0.3086 0.183
N 0.405908 -1.843619 -0.465041 0.1193 0.0124 0.1448 -0.077
Si -0.443135 -2.682561 -1.963913 0.0255 -0.1537 0.0133 0.528
C -1.519079 -3.982283 -1.166667 0.0130 0.0407 -0.0432 -0.145
C 0.933267 -3.263260 -3.079257 -0.1248 -0.0197 0.0808 -0.138
C -1.530364 -1.438639 -2.834994 0.0705 0.0037 0.0155 -0.163
H 3.422540 -2.203597 4.077000 -0.0028 -0.0082 0.0083 0.124
H 3.164628 -0.699001 3.167716 -0.0128 0.0071 -0.0129 0.089
H 4.620810 -1.677657 2.910965 0.0055 -0.0024 -0.0013 0.127
H 3.932047 -4.344912 2.459131 0.0110 -0.0223 -0.0068 0.156
H 2.795880 -5.592892 0.620025 0.0041 -0.0078 0.0083 0.151
H 1.134902 -4.463406 -0.775616 -0.0365 -0.0209 -0.0392 0.104
H -1.144327 -4.406774 -0.236645 0.0256 -0.0158 0.0184 0.040
H -1.641284 -4.808254 -1.873522 -0.0226 0.0009 -0.0130 0.068
H -2.525684 -3.601287 -0.977065 -0.0119 -0.0009 0.0137 0.045
H 0.873310 -4.340730 -3.253077 -0.0090 0.0172 0.0197 0.063
H 1.933498 -3.036155 -2.710265 0.0136 0.0335 0.0109 0.047
H 0.831778 -2.775291 -4.049565 0.0042 -0.0001 -0.0230 0.059
H -2.042827 -0.671126 -2.250731 -0.0187 0.0210 0.0231 0.006
H -2.328609 -2.031527 -3.296170 0.0288 0.0098 -0.0237 0.073
H -0.985815 -0.942188 -3.636554 -0.0081 0.0312 -0.0230 0.050
O 0.849594 0.144692 -2.078043 -0.1605 0.4127 0.0073 -0.451
O 1.873707 -0.048828 -2.799579 0.3849 -0.2468 0.0712 0.032